Record 1
C8H9NO3S | wB97M-V/def2-TZVPD

Properties
- relative energy (zero: lowest compared OMol25 entry of this formula, charge and spin) (kcal/mol) = 46.9
- F_max (eV Å⁻¹) = 4.69
- HOMO level (alpha / beta) (eV) = -7.764 / -7.765

Bonds (Å) are listed after each position.
Cartesian coordinates (Å):
1 C -2.239 -1.651 -0.108  C7 1.456, H10 1.051, C15 1.387
2 C -1.906 0.423 1.040  C15 1.386, C19 1.354, H21 1.060
3 H 2.568 -2.413 -0.204  O12 0.979
4 H 0.533 2.068 1.148  C11 1.163
5 N 0.949 1.629 -0.901  C11 1.519, H18 1.083, C20 1.291
6 O 3.862 0.253 0.112  S16 1.464
7 C -1.095 -1.362 -0.960  C1 1.456, H17 1.062, C22 1.444
8 O 1.710 0.345 1.360  S16 1.475
9 H -3.352 -0.904 1.642  C15 1.065
10 H -2.689 -2.595 -0.218  C1 1.051
11 C -0.075 1.999 0.158  H4 1.163, N5 1.519, H14 1.110, C19 1.452
12 O 2.684 -1.985 0.669  H3 0.979, S16 1.697
13 H 1.267 0.042 -2.296  C20 1.113
14 H -0.518 3.001 -0.026  C11 1.110
15 C -2.580 -0.781 0.918  C1 1.387, C2 1.386, H9 1.065
16 S 2.538 -0.327 0.340  O6 1.464, O8 1.475, O12 1.697
17 H -0.716 -2.111 -1.611  C7 1.062
18 H 1.844 2.237 -0.953  N5 1.083
19 C -0.912 0.814 0.208  C2 1.354, C11 1.452, C22 1.466
20 C 0.804 0.432 -1.361  N5 1.291, H13 1.113, C22 1.426
21 H -2.295 1.006 1.836  C2 1.060
22 C -0.382 -0.118 -0.793  C7 1.444, C19 1.466, C20 1.426

Atomic partial charges in e from the Löwdin method, atoms 1 to 2: -0.04 -0.04


Record 2
C8H9NO5 | wB97M-V/def2-TZVPD

Properties
- relative energy (zero: lowest compared OMol25 entry of this formula, charge and spin) (kcal/mol) = 1.4
- F_max (eV Å⁻¹) = 4.47
- HOMO level (eV) = -0.680
- total charge = -2

Bonds (Å) are listed after each position.
Cartesian coordinates (Å):
1 N -0.236 0.080 -2.100  C9 1.287, C15 1.500
2 H -0.584 -1.689 2.184  C10 1.134
3 H -0.724 1.982 0.350  C12 1.083
4 H -0.727 -0.324 3.113  C10 1.076
5 H 1.945 0.737 1.456  C20 1.092
6 H -1.638 1.456 1.550  C12 1.010
7 H 2.029 -0.679 0.190  C20 1.164
8 O -0.400 -3.028 0.272  C14 1.253
9 C -0.111 -1.042 -2.716  N1 1.287, O16 1.459, O19 1.210
10 C -0.081 -0.682 2.330  H2 1.134, H4 1.076, C21 1.495, H22 1.068
11 O -0.860 2.275 -1.719  C15 1.244
12 C -0.659 1.470 1.302  H3 1.083, H6 1.010, C21 1.572, H23 1.072
13 C -0.825 -0.708 0.016  C14 1.409, C21 1.522
14 C -0.406 -1.982 -0.417  O8 1.253, C13 1.409, O16 1.400
15 C -0.363 1.503 -2.559  N1 1.500, O11 1.244, O18 1.234
16 O -0.124 -2.158 -1.776  C9 1.459, C14 1.400
17 H 1.396 0.925 -0.222  C20 1.100
18 O 0.010 1.709 -3.717  C15 1.234
19 O 0.054 -1.319 -3.882  C9 1.210
20 C 1.446 0.229 0.628  H5 1.092, H7 1.164, H17 1.100, C21 1.515
21 C -0.004 0.066 1.038  C10 1.495, C12 1.572, C13 1.522, C20 1.515
22 H 0.954 -0.736 2.587  C10 1.068
23 H -0.089 1.916 2.093  C12 1.072

Atomic partial charges in e from the Löwdin method, atoms 1 to 2: 0.18 0.09


Record 3
C8H9NOS | wB97M-V/def2-TZVPD

Properties
- relative energy (zero: lowest compared OMol25 entry of this formula, charge and spin) (kcal/mol) = 95.0
- F_max (eV Å⁻¹) = 4.42
- HOMO level (eV) = -9.317

Bonds (Å) are listed after each position.
Cartesian coordinates (Å):
1 H 1.388 -1.297 -2.189  C16 1.120
2 C -0.856 0.170 -0.125  N6 1.277, S15 1.791, C18 1.461
3 C -2.549 1.478 0.373  N6 1.360, H12 1.140, C19 1.357
4 H -0.075 -0.923 2.137  C13 1.100
5 C 1.375 0.969 -0.430  C8 1.227, C18 1.454
6 N -1.201 1.337 0.260  C2 1.277, C3 1.360
7 H 0.116 -0.169 -2.541  C16 1.064
8 C 2.237 1.805 -0.179  C5 1.227, H9 1.052
9 H 2.906 2.606 -0.313  C8 1.052
10 H 1.056 0.166 1.805  C13 1.016
11 H 1.569 -1.458 2.208  C13 1.087
12 H -3.060 2.445 0.694  C3 1.140
13 C 0.899 -0.823 1.635  H4 1.100, H10 1.016, H11 1.087, O20 1.383
14 H -0.285 -1.694 -1.796  C16 1.024
15 S -2.239 -0.932 -0.404  C2 1.791, C19 1.727
16 C 0.389 -0.924 -1.842  H1 1.120, H7 1.064, H14 1.024, C18 1.528
17 H -4.365 0.412 0.079  C19 1.095
18 C 0.507 -0.195 -0.504  C2 1.461, C5 1.454, C16 1.528, O20 1.472
19 C -3.272 0.375 0.051  C3 1.357, S15 1.727, H17 1.095
20 O 0.995 -1.298 0.339  C13 1.383, C18 1.472

Atomic partial charges in e from the Löwdin method, atoms 1 to 2: 0.12 -0.54


Record 4
C8H9NS2 | wB97M-V/def2-TZVPD

Properties
- relative energy (zero: lowest compared OMol25 entry of this formula, charge and spin) (kcal/mol) = 32.3
- F_max (eV Å⁻¹) = 3.53
- HOMO level (eV) = -8.390

Bonds (Å) are listed after each position.
Cartesian coordinates (Å):
1 C -1.788 0.270 -0.081  S4 1.730, S10 1.846, N14 1.286
2 H -5.510 -0.459 -0.620  C15 1.158
3 C 2.070 1.476 -0.779  C9 1.340, H17 1.105, C20 1.370
4 S -3.422 0.716 0.269  C1 1.730, C15 1.849
5 H -1.751 -1.652 -0.373  N14 1.019
6 H 2.773 -1.515 1.597  C7 1.114
7 C 2.580 -0.641 0.933  H6 1.114, C11 1.356, C12 1.399
8 H 0.561 -0.664 1.363  C12 1.054
9 C 3.305 0.990 -0.596  C3 1.340, C11 1.359, H13 1.088
10 S -0.613 1.693 -0.127  C1 1.846, C20 1.806
11 C 3.587 -0.009 0.281  C7 1.356, C9 1.359, H16 1.105
12 C 1.276 -0.161 0.775  C7 1.399, H8 1.054, C20 1.408
13 H 4.077 1.404 -1.242  C9 1.088
14 N -1.200 -0.802 -0.482  C1 1.286, H5 1.019
15 C -4.527 -0.728 -0.070  H2 1.158, S4 1.849, H18 1.146, H19 1.108
16 H 4.610 -0.384 0.468  C11 1.105
17 H 1.844 2.114 -1.653  C3 1.105
18 H -4.979 -1.056 0.930  C15 1.146
19 H -3.920 -1.535 -0.528  C15 1.108
20 C 1.029 0.941 -0.066  C3 1.370, S10 1.806, C12 1.408

Atomic partial charges in e from the Löwdin method, atoms 1 to 2: -1.03 0.07